(1)
Formula: C92H207N13O13
Source: the Open Molecules 2025 dataset
Level of theory: wB97M-V/def2-TZVPD

Atoms and positions in Å:
C  11.013  25.234  22.222
C  11.844  24.203  21.544
C  12.757  23.434  22.462
C  12.009  22.477  23.412
C  11.116  21.486  22.634
C  10.156  22.268  21.767
N  10.995  23.139  20.931
O  9.992  23.896  20.052
C  9.471  21.343  20.800
C  9.038  22.955  22.615
C  12.707  24.795  20.406
H  10.043  25.498  21.740
H  11.624  26.142  22.205
H  10.757  24.994  23.274
H  13.512  22.874  21.930
H  13.320  24.149  23.044
H  11.455  23.086  24.065
H  12.693  21.873  24.047
H  10.667  20.734  23.252
H  11.733  20.879  21.934
H  9.180  20.364  21.233
H  8.656  21.851  20.253
H  10.253  21.193  20.045
H  8.587  23.793  22.068
H  8.323  22.173  22.775
H  9.397  23.267  23.598
H  13.467  25.432  20.797
H  12.171  25.399  19.695
H  13.173  23.994  19.862
H  10.054  23.442  19.180
C  15.316  19.808  24.288
C  14.756  18.377  24.192
C  13.239  18.444  24.533
C  12.406  17.320  24.006
C  12.671  17.120  22.516
C  14.118  16.806  22.274
N  14.815  17.966  22.774
O  16.200  18.058  22.273
C  14.444  15.429  22.895
C  14.429  16.649  20.797
C  15.505  17.542  25.214
H  14.675  20.472  23.678
H  16.389  19.841  23.996
H  15.195  20.103  25.369
H  13.235  18.696  25.604
H  12.895  19.356  23.925
H  11.361  17.452  24.120
H  12.513  16.359  24.531
H  12.389  17.994  21.987
H  12.100  16.342  22.050
H  14.005  14.602  22.350
H  15.524  15.261  22.897
H  14.178  15.329  23.962
H  15.474  16.293  20.591
H  13.735  16.023  20.224
H  14.316  17.712  20.380
H  16.475  17.241  24.821
H  14.865  16.735  25.620
H  15.656  18.308  26.024
H  16.065  18.542  21.455
C  15.253  25.390  16.648
C  16.117  26.334  15.758
C  15.839  25.962  14.296
C  16.146  26.998  13.267
C  15.349  28.258  13.644
C  15.802  28.795  14.983
N  15.593  27.698  15.948
O  15.954  28.155  17.248
C  17.294  29.330  15.035
C  14.849  29.948  15.413
C  17.606  26.133  16.136
H  14.228  25.358  16.235
H  15.360  25.675  17.715
H  15.768  24.458  16.487
H  16.349  24.948  14.184
H  14.752  25.749  14.250
H  15.918  26.742  12.259
H  17.240  27.169  13.304
H  14.301  27.895  13.794
H  15.302  29.036  12.859
H  17.301  30.329  14.697
H  17.757  29.177  15.974
H  17.937  28.755  14.339
H  15.042  30.425  16.412
H  14.980  30.684  14.591
H  13.871  29.512  15.477
H  17.888  25.062  15.978
H  17.663  26.244  17.211
H  18.189  26.849  15.570
H  15.146  28.498  17.611
C  16.652  23.489  24.563
C  16.412  25.012  24.633
C  16.556  25.476  23.182
C  16.215  26.914  23.117
C  14.837  27.126  23.744
C  14.655  26.641  25.178
N  15.031  25.246  25.136
O  14.963  24.579  26.356
C  15.247  27.554  26.315
C  13.135  26.524  25.435
C  17.538  25.479  25.563
H  17.647  23.273  24.117
H  15.880  22.954  24.037
H  16.749  23.022  25.547
H  17.569  25.299  22.831
H  15.893  24.890  22.522
H  16.280  27.341  22.140
H  16.956  27.461  23.696
H  14.064  26.702  23.084
H  14.594  28.167  23.640
H  16.029  28.184  25.967
H  14.414  28.167  26.643
H  15.615  26.916  27.182
H  12.960  26.168  26.510
H  12.656  27.506  25.258
H  12.739  25.744  24.744
H  17.708  26.535  25.533
H  18.532  25.035  25.326
H  17.220  25.142  26.576
H  14.184  24.026  26.303
C  20.346  12.595  18.797
C  21.340  13.516  19.432
C  20.702  14.798  19.936
C  19.923  14.482  21.205
C  20.805  14.123  22.323
C  21.565  12.815  21.910
N  22.139  12.949  20.581
O  22.790  11.783  20.177
C  22.765  12.626  22.803
C  20.617  11.620  22.080
C  22.367  13.871  18.385
H  20.200  12.935  17.767
H  19.350  12.561  19.303
H  20.777  11.600  18.705
H  21.469  15.558  20.097
H  19.961  15.109  19.194
H  19.289  13.620  20.926
H  19.237  15.310  21.491
H  20.251  13.940  23.246
H  21.479  14.924  22.483
H  23.414  13.436  22.575
H  22.424  12.660  23.823
H  23.362  11.708  22.585
H  21.064  10.637  21.901
H  20.266  11.712  23.133
H  19.752  11.658  21.426
H  21.899  14.103  17.418
H  23.051  13.028  18.156
H  23.059  14.618  18.685
H  22.110  11.201  19.792
C  14.453  18.936  11.984
C  13.984  19.950  13.051
C  15.009  20.143  14.125
C  14.733  21.245  14.951
C  14.520  22.513  14.172
C  13.540  22.447  12.997
N  13.855  21.250  12.255
O  12.868  20.997  11.223
C  12.061  22.710  13.336
C  13.956  23.589  12.061
C  12.640  19.423  13.693
H  15.414  19.242  11.660
H  13.770  18.838  11.131
H  14.588  17.997  12.499
H  15.048  19.175  14.664
H  15.953  20.281  13.643
H  15.506  21.441  15.697
H  13.882  20.897  15.593
H  15.585  22.750  13.897
H  14.098  23.240  14.841
H  11.538  22.429  12.456
H  11.666  22.104  14.146
H  11.922  23.719  13.723
H  13.465  23.502  11.100
H  13.627  24.578  12.521
H  15.037  23.697  11.923
H  12.471  19.994  14.631
H  12.705  18.337  13.975
H  11.853  19.498  12.934
H  13.257  21.161  10.357
C  22.454  24.341  24.483
C  21.428  23.380  23.800
C  20.434  24.060  22.816
C  20.998  24.571  21.460
C  21.501  23.344  20.751
C  22.596  22.629  21.566
N  21.992  22.258  22.913
O  23.045  21.598  23.780
C  23.018  21.449  20.713
C  23.879  23.546  21.663
C  20.655  22.801  24.997
H  22.847  25.004  23.706
H  23.215  23.775  24.959
H  21.855  24.928  25.206
H  19.697  23.233  22.672
H  19.983  24.877  23.393
H  21.802  25.306  21.607
H  20.142  25.009  20.938
H  21.945  23.530  19.749
H  20.611  22.661  20.701
H  22.241  20.773  20.374
H  23.489  21.837  19.810
H  23.795  20.934  21.217
H  24.289  23.411  20.678
H  23.641  24.622  21.827
H  24.442  23.126  22.453
H  20.310  23.548  25.683
H  21.279  22.306  25.700
H  19.819  22.218  24.667
H  22.831  20.670  23.860
C  18.017  20.952  20.972
C  17.155  21.547  19.864
C  18.054  22.276  18.849
C  18.890  21.314  18.041
C  17.898  20.410  17.350
C  17.018  19.632  18.296
N  16.316  20.635  19.096
O  15.609  19.800  20.063
C  15.947  18.854  17.563
C  17.884  18.633  19.068
C  16.196  22.636  20.470
H  17.456  20.281  21.575
H  18.316  21.727  21.719
H  18.908  20.484  20.526
H  17.419  22.857  18.201
H  18.643  23.034  19.373
H  19.612  20.709  18.590
H  19.549  21.875  17.363
H  18.312  19.660  16.710
H  17.224  20.997  16.723
H  15.481  18.134  18.282
H  15.151  19.542  17.159
H  16.337  18.288  16.729
H  17.458  18.404  20.065
H  18.039  17.723  18.491
H  18.890  19.024  19.237
H  15.786  23.141  19.603
H  16.736  23.310  21.115
H  15.361  22.145  21.040
H  14.685  20.093  19.903
C  12.479  18.773  17.572
C  12.446  20.207  17.829
C  11.203  20.915  17.181
O  11.026  22.286  17.564
C  12.028  23.206  17.096
N  12.682  20.485  19.252
H  12.818  18.586  16.554
H  11.454  18.288  17.625
H  13.102  18.240  18.261
H  13.378  20.532  17.364
H  10.323  20.465  17.655
H  11.214  20.771  16.091
H  12.994  23.114  17.625
H  11.533  24.184  17.255
H  12.253  23.022  16.040
H  12.025  19.839  19.740
H  12.352  21.431  19.504
C  21.027  18.370  21.934
C  20.555  18.775  23.380
C  19.357  17.913  23.904
O  18.992  18.288  25.232
C  18.930  17.281  26.198
N  21.660  18.780  24.265
H  20.147  18.118  21.362
H  21.613  17.406  21.953
H  21.659  19.169  21.490
H  20.154  19.790  23.321
H  19.745  16.879  23.929
H  18.449  18.003  23.278
H  18.302  17.567  27.031
H  19.887  16.952  26.603
H  18.447  16.342  25.751
H  21.421  18.991  25.224
H  22.261  17.910  24.251
C  17.706  26.998  19.807
C  18.432  28.257  19.906
C  19.826  28.104  20.629
O  19.591  27.931  22.038
C  20.754  28.213  22.830
N  18.799  28.806  18.592
H  18.233  26.318  19.138
H  16.656  27.040  19.442
H  17.736  26.468  20.797
H  17.820  29.068  20.412
H  20.517  28.986  20.496
H  20.459  27.240  20.244
H  20.493  27.972  23.869
H  21.031  29.292  22.741
H  21.573  27.535  22.385
H  19.012  29.801  18.668
H  18.001  28.739  17.942
C  14.598  15.487  14.943
C  16.092  15.331  15.204
C  16.898  16.299  14.494
O  16.742  16.042  13.086
C  17.535  16.982  12.383
N  16.246  15.274  16.680
H  14.271  15.289  13.938
H  14.325  16.517  15.163
H  14.051  14.877  15.647
H  16.473  14.380  14.783
H  17.899  16.239  14.800
H  16.568  17.330  14.659
H  17.296  16.888  11.305
H  18.596  16.700  12.598
H  17.408  18.009  12.724
H  17.240  15.116  16.844
H  16.019  16.187  17.079
C  21.768  21.908  14.457
C  20.492  22.626  14.003
C  19.347  21.564  13.868
O  18.111  22.210  13.662
C  17.921  22.758  12.383
N  20.045  23.765  14.829
H  22.076  21.203  13.709
H  21.631  21.399  15.400
H  22.586  22.592  14.652
H  20.610  22.964  12.942
H  19.260  21.093  14.860
H  19.612  20.869  13.043
H  18.544  23.640  12.117
H  16.892  23.168  12.417
H  18.061  21.972  11.607
H  20.278  23.684  15.817
H  19.050  23.713  14.796


(2)
Formula: CH8N2O2
Source: the Open Molecules 2025 dataset
Level of theory: wB97M-V/def2-TZVPD

Results
charge = +1
2S+1 = 2

Atoms and positions in Å:
N  -3.314  2.078  -0.724
C  -2.249  2.503  0.004
N  -1.263  3.200  -0.338
H  -2.981  1.454  -1.472
H  -4.046  2.573  -1.231
H  -2.170  2.028  1.032
H  -0.460  2.735  0.156
H  1.469  -3.216  6.433
H  2.602  -2.299  6.307
O  1.901  -2.751  5.690
H  2.910  -2.194  -5.606
H  4.285  -3.068  -5.088
O  3.316  -3.045  -5.166


ΔE to the lowest compared entry with this formula, charge and spin
In order: 296.0 257.5
Unit: kJ/mol